Entry from the OMol25 dataset: 13 unconnected molecules or ions with the total composition C64H148N14O16 (the ωB97M-V functional and the def2-TZVPD basis).

```
242
Properties=species:S:1:pos:R:3:forces:R:3:mulliken_charge:R:1
C 27.1660 11.1201 -4.9007 -0.8 0.0 -0.1 -1.87
C 27.1078 10.0170 -3.8680 -0.3 -0.5 0.4 2.67
C 28.5053 9.9350 -3.2101 0.4 -1.4 0.4 -0.23
C 28.5499 9.0381 -1.9916 -0.9 0.6 1.2 -1.31
C 27.5152 9.5618 -0.9643 1.0 -0.5 0.1 -0.46
C 26.1098 9.7561 -1.5157 -0.5 -0.2 0.4 1.36
N 26.1188 10.3518 -2.8244 2.8 1.1 0.5 0.76
O 24.8371 10.5271 -3.2579 -1.4 -0.1 -1.1 -0.57
C 25.4552 8.3313 -1.5749 -0.3 1.2 1.5 -1.72
C 25.2949 10.7270 -0.5263 -0.1 -2.0 -0.7 -2.01
C 26.8341 8.6954 -4.6282 0.1 -0.6 0.3 -1.94
H 26.2505 11.2026 -5.4865 -0.3 -0.3 0.0 0.61
H 27.9418 10.8022 -5.5973 0.3 0.8 0.0 -0.19
H 27.2321 12.0841 -4.3962 0.8 0.1 -0.2 0.43
H 29.1944 9.3983 -3.8621 0.0 0.7 -0.8 -0.05
H 28.9613 10.8598 -2.8568 -0.4 0.4 -0.6 -0.15
H 29.5169 9.0836 -1.4907 0.2 0.2 -0.2 0.59
H 28.4171 7.9782 -2.2085 -0.4 0.0 -0.2 0.33
H 27.8696 10.4612 -0.4606 0.2 0.4 -0.5 -0.40
H 27.5470 8.8372 -0.1507 -0.6 -0.1 0.2 0.54
H 25.9643 7.6544 -2.2610 -0.2 0.2 0.0 0.30
H 25.5603 7.9850 -0.5468 0.0 -0.6 0.0 0.44
H 24.3773 8.4161 -1.7125 0.1 -0.2 -0.6 0.36
H 24.2466 10.7006 -0.8235 -0.1 -0.1 0.1 0.60
H 25.3917 10.1985 0.4221 -0.2 0.4 0.3 0.43
H 25.5390 11.7837 -0.4174 0.8 -0.2 -0.3 0.19
H 27.4114 8.6928 -5.5527 -0.2 0.1 -0.2 0.23
H 25.7817 8.4777 -4.8106 -0.1 0.6 -0.3 0.38
H 27.1520 7.7863 -4.1176 0.3 0.1 0.4 0.38
H 24.6256 11.4188 -2.9719 -0.2 0.2 -0.2 0.36
C 30.1392 16.2987 -10.4095 -0.6 0.3 0.4 -0.59
C 30.2330 15.1599 -11.3532 -0.5 -0.8 -1.9 1.39
C 31.6326 15.2750 -12.0409 0.4 -1.1 -0.4 -1.20
C 32.1602 13.8935 -12.5216 -1.3 0.1 0.0 -1.06
C 32.0893 12.8196 -11.4212 0.1 1.7 -0.1 -0.17
C 30.6996 12.6169 -10.8064 -1.3 -0.9 0.1 1.98
N 30.0068 13.9115 -10.5172 3.4 0.7 0.0 0.35
O 28.6961 13.7771 -10.0181 0.5 -0.1 -1.6 0.66
C 29.8112 11.7149 -11.7598 -0.4 0.3 0.2 -1.89
C 30.8518 11.8204 -9.4698 -0.1 -0.4 -0.3 -2.19
C 29.1902 15.3295 -12.5623 0.2 -0.3 1.1 -2.04
H 29.3273 16.1138 -9.7062 0.0 0.2 0.0 -0.46
H 29.9331 17.2086 -10.9732 0.2 0.2 0.3 0.65
H 31.0841 16.3450 -9.8681 -0.2 0.4 0.2 -0.02
H 31.5509 15.9246 -12.9124 -0.5 -0.2 -0.3 0.63
H 32.3234 15.9040 -11.4796 0.3 -0.7 0.8 -0.02
H 33.0965 13.9208 -13.0790 0.4 0.2 0.6 0.49
H 31.4753 13.5429 -13.2936 -0.4 0.1 -0.3 0.37
H 32.7016 13.2194 -10.6129 0.4 -0.5 0.1 -0.40
H 32.4573 11.8945 -11.8649 0.1 -0.2 0.6 0.55
H 29.3763 12.2351 -12.6133 0.4 0.4 -0.2 0.28
H 30.2860 10.8226 -12.1677 0.5 0.1 0.2 0.38
H 28.9170 11.3352 -11.2656 0.0 0.0 0.5 0.28
H 29.9045 11.7300 -8.9382 -0.2 -0.2 -0.3 0.34
H 31.2286 10.8277 -9.7161 -0.3 -0.2 -0.2 0.77
H 31.5324 12.1254 -8.6749 0.3 0.9 -0.5 -0.01
H 28.1808 15.4418 -12.1667 -0.2 0.0 -0.1 0.31
H 29.1819 14.5255 -13.2982 0.2 -0.3 0.2 0.40
H 29.4365 16.2194 -13.1416 0.0 0.2 0.3 0.54
H 28.3082 13.5331 -10.8616 -1.5 -0.3 0.1 -0.12
C 26.7452 19.7406 -7.4985 0.1 -0.3 0.1 -1.94
C 27.8177 18.6142 -7.3197 0.3 0.0 -2.2 1.81
C 28.5487 18.7229 -5.9993 -1.5 -0.3 1.0 -0.45
C 27.6352 18.2062 -4.8064 2.3 1.8 -0.4 -1.30
C 27.3178 16.7772 -5.0184 -1.6 -0.1 -1.1 -0.20
C 26.4634 16.6072 -6.3319 -0.1 0.1 -1.6 1.85
N 27.2299 17.2575 -7.4730 0.2 -1.1 1.6 1.54
O 26.6435 16.9982 -8.7772 0.4 0.5 1.5 -0.72
C 26.2723 15.0897 -6.5784 0.0 -0.1 0.0 -1.72
C 25.0392 17.1941 -6.1570 -0.1 0.9 1.6 -1.97
C 28.9101 18.6538 -8.4678 -0.2 1.0 -0.1 -1.94
H 25.9618 19.4124 -8.1816 0.2 0.0 -0.3 0.29
H 27.1424 20.6959 -7.8417 0.3 -0.2 -0.2 0.48
H 26.2190 19.9865 -6.5762 0.2 -0.2 0.3 0.34
H 29.4938 18.1832 -6.0603 -0.1 -0.3 0.2 -0.93
H 28.8072 19.7611 -5.7910 0.0 0.1 -0.3 0.98
H 26.8007 18.8858 -4.6332 -0.3 -0.2 -0.4 0.59
H 28.2790 18.3976 -3.9479 -0.1 -0.5 0.5 0.32
H 26.6516 16.3966 -4.2442 0.3 -0.3 0.3 0.99
H 28.2480 16.2131 -5.0865 -0.2 -0.3 0.0 -0.81
H 25.8636 14.6731 -5.6578 0.0 -0.1 0.2 0.61
H 25.5480 14.8166 -7.3458 -0.2 0.5 -0.2 -0.26
H 27.1563 14.5059 -6.8351 0.5 0.4 0.2 0.01
H 24.5514 16.6992 -5.3172 -0.2 -0.7 -0.2 0.52
H 25.0349 18.1943 -5.7237 0.6 0.4 -0.3 0.38
H 24.3199 17.3001 -6.9691 0.5 -0.7 -0.5 0.30
H 28.4488 18.6027 -9.4540 -0.1 -0.2 0.1 0.49
H 29.7286 17.9346 -8.4375 -0.6 -0.7 0.5 -0.01
H 29.5155 19.5596 -8.5012 -0.4 0.6 0.4 0.65
H 27.3215 16.3747 -9.0478 -0.2 -0.3 -0.7 0.11
C 36.0133 19.5971 -3.2061 0.0 -0.7 1.3 -1.90
C 35.1074 20.0036 -4.3025 -0.7 1.6 -0.6 1.56
C 35.1453 18.9834 -5.5140 -0.8 1.9 -0.2 -1.46
C 33.8278 19.0814 -6.3464 -0.6 -0.7 0.5 -0.31
C 32.5836 18.7687 -5.5067 0.3 0.6 -0.7 0.28
C 32.6151 19.2506 -4.0515 0.6 -1.4 2.2 1.80
N 33.6774 20.2053 -3.7706 1.0 2.3 -2.2 0.49
O 33.5719 20.9949 -2.5659 0.2 -1.8 -0.3 -0.49
C 31.2001 19.7340 -3.5968 1.1 0.8 -1.6 -1.69
C 32.9811 17.9927 -3.2306 -0.9 0.1 -0.5 -1.18
C 35.6415 21.4268 -4.7411 -1.4 -0.6 -1.0 -1.67
H 35.7227 18.6411 -2.7704 0.1 -0.3 -0.1 0.40
H 35.8575 20.3087 -2.3954 0.5 0.1 0.0 0.40
H 37.0501 19.5497 -3.5391 0.0 0.1 0.1 0.41
H 35.8290 19.3219 -6.2926 0.8 0.2 0.5 0.54
H 35.5849 18.0769 -5.0980 -0.9 -0.6 -0.4 0.40
H 33.7403 18.3647 -7.1630 0.6 -0.1 -0.1 -0.20
H 33.7546 20.0286 -6.8808 0.3 0.4 0.5 0.35
H 32.5874 17.6844 -5.6171 -0.5 -0.2 0.9 -0.85
H 31.6511 19.0992 -5.9642 0.1 0.3 -0.4 0.41
H 30.4730 19.1312 -4.1410 -0.1 -0.7 0.9 -0.34
H 31.0736 19.9139 -2.5293 -0.1 -0.5 -0.2 0.34
H 31.0108 20.6674 -4.1270 0.2 0.6 0.2 0.60
H 33.8649 17.4805 -3.6107 0.0 0.1 -0.1 -0.06
H 33.1405 18.2541 -2.1845 -0.3 -0.3 0.0 0.48
H 32.1162 17.3732 -3.4677 0.1 -0.8 1.0 -0.06
H 35.3860 22.1745 -3.9902 0.5 -0.1 0.2 0.36
H 35.1021 21.7366 -5.6362 -0.3 0.0 -0.1 0.36
H 36.6773 21.4658 -5.0782 0.2 -0.2 0.7 0.38
H 33.5092 21.9249 -2.7955 -0.1 0.0 -0.7 0.32
C 31.2888 17.0399 -0.2867 -0.8 -0.1 0.1 -1.38
C 30.1267 16.0129 -0.3194 -1.5 1.2 -1.5 1.80
C 29.7525 15.7635 -1.8872 0.2 -0.2 0.7 0.09
C 28.8810 14.5371 -2.0818 0.8 -0.2 1.8 -0.31
C 29.3991 13.3600 -1.2187 -0.1 -1.1 -0.8 0.14
C 29.6736 13.5488 0.2923 -1.0 0.9 -1.2 1.81
N 30.4876 14.7768 0.3692 -0.3 -1.2 -2.5 0.99
O 30.9863 14.9761 1.6206 -0.5 1.0 1.4 -0.71
C 28.2436 13.6022 0.9116 -0.1 0.7 1.1 -1.85
C 30.5194 12.4153 0.8861 0.4 -0.4 0.0 -1.54
C 28.8567 16.6717 0.2879 0.2 -0.4 0.5 -2.11
H 31.2613 17.6517 0.6150 0.3 -0.5 0.5 0.46
H 31.1156 17.8101 -1.0383 0.0 -0.3 -0.4 0.25
H 32.2474 16.5484 -0.4530 0.1 0.2 0.1 0.22
H 29.1526 16.5543 -2.3376 0.0 0.8 0.7 -0.33
H 30.5903 15.7646 -2.5846 0.7 -0.4 0.5 -0.38
H 28.8455 14.2959 -3.1442 -0.3 -0.3 0.1 -0.11
H 27.9024 14.8060 -1.6840 -0.3 -0.2 -0.5 0.26
H 30.2743 12.9062 -1.6838 0.3 0.1 -0.2 -0.08
H 28.6326 12.5865 -1.2658 -0.1 -0.3 -0.1 -0.45
H 28.1891 14.0592 1.8996 0.6 -0.1 0.4 0.38
H 27.5449 14.2523 0.3852 0.2 -0.3 -0.6 0.31
H 27.7570 12.6335 1.0257 0.3 -0.3 -0.3 0.49
H 30.4107 11.4085 0.4830 -1.1 0.0 -0.3 0.19
H 31.5782 12.5279 0.6529 -0.1 0.6 0.5 0.18
H 30.3791 12.3501 1.9650 0.2 0.1 0.0 0.43
H 28.8213 16.6384 1.3768 0.6 0.1 0.2 0.37
H 27.9743 16.0815 0.0405 -0.1 0.5 -0.5 0.39
H 28.7988 17.7222 0.0031 -0.3 -0.1 -0.3 0.42
H 31.8664 15.2785 1.3847 1.2 -0.3 0.9 0.42
C 23.1730 14.1867 -9.8226 -0.3 0.8 -1.9 -1.58
C 24.1153 13.2242 -10.6920 1.3 -0.2 2.3 2.13
C 24.6138 12.1240 -9.6544 0.1 0.0 0.3 -0.78
C 23.5550 11.0966 -9.3230 0.5 1.1 0.8 -1.06
C 22.9461 10.5053 -10.5565 -0.9 -0.3 0.4 -1.08
C 22.4613 11.5301 -11.6197 -0.3 -1.9 -0.3 1.19
N 23.4741 12.5872 -11.8106 1.3 -3.0 1.3 0.27
O 23.0099 13.4843 -12.7027 -0.9 1.3 -1.4 -0.47
C 22.2623 10.6920 -12.9632 1.8 0.4 0.6 -1.93
C 21.0466 12.0280 -11.3143 -1.0 0.2 0.0 -1.61
C 25.4553 13.8681 -11.2171 -0.2 0.0 1.0 -1.87
H 22.1642 13.8296 -9.6155 0.4 -1.1 0.8 0.25
H 22.7762 14.9900 -10.4434 0.7 0.4 -0.7 0.50
H 23.6054 14.7564 -9.0001 0.3 -0.7 0.2 0.13
H 25.5028 11.5226 -9.8448 0.3 0.3 -1.4 0.13
H 24.9695 12.6470 -8.7667 -0.4 0.3 0.2 0.20
H 22.8286 11.5772 -8.6676 -0.6 0.1 -0.4 0.34
H 23.9035 10.3043 -8.6606 0.5 -0.2 -0.2 0.49
H 22.1574 9.9584 -10.0397 -1.0 -0.1 -1.0 0.42
H 23.5124 9.6879 -11.0030 0.6 0.4 -0.2 0.37
H 23.2345 10.3125 -13.2777 0.3 -0.3 0.4 0.50
H 21.6443 9.8290 -12.7155 -0.3 0.3 -0.4 0.44
H 22.0240 11.2392 -13.8753 -1.0 0.3 0.4 0.25
H 20.7248 12.2233 -10.2913 0.7 0.5 0.1 0.36
H 20.8388 12.8781 -11.9641 -0.6 0.4 0.4 0.46
H 20.2574 11.3487 -11.6365 0.4 -0.5 -0.3 0.54
H 26.1003 13.0749 -11.5951 -0.4 -0.2 -0.7 0.47
H 26.0823 14.1948 -10.3875 -0.4 0.4 0.5 0.04
H 25.3866 14.7163 -11.8982 -0.3 -0.3 -0.2 0.50
H 22.0787 13.3605 -12.5054 -0.6 1.4 -0.9 0.36
C 35.4839 12.7214 -3.7468 -0.7 0.2 0.3 0.21
C 35.9868 11.3069 -3.7785 -0.9 0.1 0.0 -0.60
O 35.3282 10.5814 -4.8364 1.2 0.1 -0.3 -0.52
O 34.1870 12.8169 -3.1715 1.1 0.5 0.3 -0.32
H 35.4359 13.1028 -4.7667 0.3 0.2 -0.1 -0.54
H 36.1383 13.3362 -3.1288 0.2 0.1 -0.1 0.62
H 35.8366 10.8770 -2.7882 -0.1 -0.3 0.0 0.18
H 37.0614 11.3967 -3.9376 0.0 -0.7 -0.6 0.44
H 34.4950 10.1388 -4.6587 0.1 0.4 0.8 0.25
H 33.5933 12.2673 -3.6883 -1.0 -0.6 -0.3 0.07
C 35.1854 12.7224 -7.6124 -0.1 0.4 -1.6 0.14
C 35.4045 14.2319 -7.8057 0.5 -0.4 0.6 -0.80
O 34.2214 14.9789 -7.7570 -0.5 0.3 -0.5 0.41
O 34.6629 12.2124 -8.8793 0.4 -0.1 1.1 -0.65
H 34.5047 12.4849 -6.7948 -0.1 0.1 0.1 -0.29
H 36.1289 12.2114 -7.4208 0.0 0.0 -0.1 0.41
H 35.8446 14.4022 -8.7882 0.0 -0.1 0.0 0.35
H 36.0893 14.6474 -7.0664 0.4 -0.2 0.2 0.40
H 33.8442 14.8765 -6.8802 -0.6 0.0 0.3 -0.21
H 33.9293 12.7906 -9.1009 -0.2 0.1 0.0 0.17
C 30.8608 14.9659 -5.6077 0.3 0.1 -0.5 -0.27
C 30.2864 15.0411 -7.0135 0.2 0.3 -0.9 1.22
O 29.6853 13.8335 -7.4611 0.3 -0.4 1.2 1.06
O 32.1748 14.3277 -5.5864 -0.9 0.7 -1.0 0.97
H 30.0714 14.5407 -4.9880 0.4 -0.7 0.4 0.03
H 30.9344 16.0009 -5.2737 0.3 0.2 0.1 -0.34
H 31.0276 15.3934 -7.7309 0.6 -0.3 0.0 -0.54
H 29.5365 15.8274 -7.1005 -0.3 0.2 0.7 -0.48
H 29.7187 13.7591 -8.4176 0.2 0.3 -0.1 -0.80
H 32.4427 13.8895 -4.7753 -0.7 -0.1 0.5 -0.46
C 33.9272 14.0974 0.1688 -1.0 1.5 2.9 0.52
O 33.6676 14.6216 1.2632 -0.1 0.1 0.0 -0.82
N 33.0563 13.7373 -0.7149 -3.0 -0.6 -1.8 0.07
N 35.1305 13.8529 -0.2281 4.7 -0.8 -1.2 -0.33
H 33.3503 13.4852 -1.6477 -0.3 -0.1 0.0 0.49
H 32.0964 13.9374 -0.4727 -0.4 0.3 -0.4 -0.19
H 35.2008 13.4066 -1.1314 0.6 0.0 0.4 0.05
H 35.9340 13.9881 0.3688 -0.3 0.0 -0.2 0.24
C 34.1705 18.5173 -10.2057 -2.3 -2.6 2.6 0.80
O 33.0276 18.6395 -9.8196 -1.3 0.7 0.9 -0.54
N 35.0354 17.6889 -9.6415 1.3 -1.7 2.8 -0.32
N 34.6021 18.9129 -11.3159 2.1 3.2 -6.1 -0.45
H 34.6290 17.1632 -8.8808 0.6 -0.3 0.1 0.05
H 35.9838 17.5376 -9.9538 -0.4 -0.1 0.3 0.20
H 33.9714 19.3940 -11.9411 0.5 0.0 0.0 0.26
H 35.5413 18.6362 -11.5637 -0.5 0.5 -0.6 0.10
C 29.0582 8.8542 -8.4409 1.4 0.4 1.8 0.60
O 29.3712 9.3178 -7.3571 0.0 0.4 1.1 -0.56
N 27.8267 8.8465 -8.9143 -1.7 -0.2 -1.5 -0.42
N 29.9649 8.2719 -9.2257 0.5 -1.1 -2.0 -0.42
H 27.0636 9.3456 -8.4799 0.4 -0.1 0.0 0.12
H 27.7740 8.5649 -9.8828 -0.8 0.3 0.2 0.18
H 29.5917 7.8265 -10.0517 0.7 -0.1 0.0 0.12
H 30.9477 8.1576 -9.0228 -0.5 0.2 0.3 0.22
C 31.5956 10.9354 -5.0825 0.2 6.5 1.6 -0.14
O 32.1094 11.7208 -4.2392 0.5 -1.1 -0.3 -0.64
N 30.8354 11.3515 -6.0356 -2.7 2.5 -2.8 0.96
N 31.6600 9.6908 -5.1327 2.3 -8.1 1.4 -0.07
H 30.6665 12.3267 -6.2372 0.0 0.0 0.3 -0.34
H 30.1507 10.6984 -6.3889 0.1 0.2 -0.5 -0.44
H 32.4148 9.2362 -4.6391 -0.5 -0.2 0.2 0.30
H 31.2700 9.1775 -5.9102 0.0 0.2 0.1 0.03
```
Forces are in eV/Å.

- Highest occupied orbital energy: -7.29 eV
- E_tot: -4497.35984 a.u.
- Kohn-Sham gap: 7.214 eV